A molecular structure, C22H20N5O3RhSSe2 at a distorted geometry, computed with wB97M-V/def2-TZVPD.

Positions of all 54 atoms, in Å:
Rh -0.20 -0.18 -0.15
Se -0.61 -0.88 -2.46
Se 1.61 -1.68 -2.25
C 2.30 -0.03 -1.54
C 3.54 0.42 -1.93
C 4.06 1.55 -1.32
C 3.31 2.21 -0.36
C 2.05 1.72 -0.04
N 1.57 0.61 -0.61
C -1.49 -2.31 -1.46
C -2.16 -3.38 -1.99
C -2.79 -4.24 -1.09
C -2.73 -3.97 0.27
C -2.03 -2.85 0.71
N -1.42 -2.04 -0.15
H 4.09 -0.11 -2.70
H 5.03 1.92 -1.60
H 3.66 3.11 0.13
H 1.41 2.20 0.69
H -2.21 -3.54 -3.06
H -3.34 -5.10 -1.45
H -3.21 -4.62 0.99
H -1.96 -2.59 1.76
O -2.55 0.66 0.97
C -2.22 1.58 0.23
N -0.93 1.64 -0.24
S -0.74 2.74 -1.51
O -0.61 1.98 -2.72
O 0.29 3.67 -1.18
C -2.36 3.40 -1.28
C -2.91 4.49 -1.93
C -4.22 4.82 -1.59
C -4.92 4.09 -0.64
C -4.34 3.01 0.01
C -3.04 2.67 -0.32
H -2.35 5.05 -2.67
H -4.69 5.66 -2.08
H -5.94 4.38 -0.40
H -4.88 2.44 0.76
C -0.63 0.90 5.26
C 0.06 0.40 4.04
C 1.31 -0.17 3.86
C 1.44 -0.44 2.50
N 0.32 -0.05 1.87
N -0.50 0.45 2.82
C 2.59 -1.10 1.81
H -0.07 0.60 6.15
H -1.64 0.49 5.33
H -0.70 1.98 5.25
H 2.04 -0.38 4.63
H -1.44 0.72 2.55
H 3.19 -1.62 2.54
H 3.23 -0.37 1.31
H 2.25 -1.83 1.07

HOMO (Ha): -0.5520
Kohn-Sham gap (eV): 7.44
Multiplicity: 1
Electronic energy (hartree): -6660.94168
Total charge: +2